Entry from the Open Molecules 2025 dataset: C44H62GeMoN5O4PSSe as an isolated structure in a non-equilibrium geometry (wB97M-V/def2-TZVPD).

Last column: Mulliken charge in e.
Positions of all 120 atoms, in Å:
1 Mo -0.27596 -0.11959 0.10900  0.195
2 O -3.61894 6.03128 1.27127  -0.707
3 C -3.54118 4.83767 1.12597  -0.237
4 O -4.35528 3.90091 1.03224  -0.626
5 C -2.20305 4.04910 0.99647  0.360
6 C -1.63819 3.41268 2.12113  -0.941
7 C -0.82373 2.32411 1.95576  -0.659
8 N -0.52945 1.80209 0.74992  1.496
9 C -0.97698 2.48121 -0.34380  0.734
10 C -1.79330 3.59351 -0.25552  -0.636
11 C -0.42656 1.98920 -1.64533  0.387
12 O -0.61182 2.58354 -2.69493  -0.767
13 O 0.27953 0.90607 -1.51944  -0.640
14 H -1.86668 3.76729 3.11469  0.595
15 H -0.37148 1.83263 2.81100  -0.094
16 H -2.11489 4.07193 -1.17026  0.547
17 C -1.85963 -0.78983 -3.61533  -1.698
18 C -2.85531 -1.79553 -3.02873  2.370
19 C -4.12271 -1.83572 -3.87586  -1.874
20 C -2.16712 -3.16180 -3.06076  -1.646
21 P -3.13738 -1.35586 -1.17861  -0.918
22 N -1.72393 -1.02527 -0.57725  0.599
23 C -3.85944 -2.85582 -0.20914  2.378
24 C -5.04270 -3.54600 -0.87634  -1.957
25 C -2.72632 -3.85051 0.04097  -1.800
26 C -4.28693 -2.33394 1.16301  -1.905
27 C -4.30143 0.16104 -0.95473  2.628
28 C -3.88020 1.21306 -1.98202  -1.835
29 C -4.05645 0.74508 0.43961  -1.935
30 C -5.78526 -0.13034 -1.16827  -1.924
31 H -1.43833 -1.19212 -4.53704  0.612
32 H -1.03033 -0.61681 -2.92224  0.040
33 H -2.31802 0.16388 -3.86294  0.256
34 H -3.87205 -2.20428 -4.87132  0.511
35 H -4.56189 -0.84755 -3.99145  0.298
36 H -4.86831 -2.50005 -3.45066  0.298
37 H -1.77407 -3.34659 -4.05972  0.637
38 H -2.85865 -3.96487 -2.82881  0.222
39 H -1.32870 -3.18013 -2.36553  0.202
40 H -4.75733 -4.04028 -1.79983  0.321
41 H -5.84391 -2.84682 -1.09240  0.301
42 H -5.43631 -4.30775 -0.20263  0.521
43 H -2.54379 -4.50843 -0.80036  0.288
44 H -2.96485 -4.47319 0.90141  0.564
45 H -1.81258 -3.30068 0.26438  0.216
46 H -5.18104 -1.72311 1.10590  0.220
47 H -3.48296 -1.75920 1.62179  0.252
48 H -4.51327 -3.17499 1.81829  0.712
49 H -2.79794 1.31288 -2.02877  -0.043
50 H -4.29458 2.17897 -1.69665  0.716
51 H -4.26038 0.98056 -2.97172  0.302
52 H -3.01534 0.58723 0.75435  0.377
53 H -4.69706 0.30479 1.19621  0.271
54 H -4.24747 1.81885 0.44623  0.602
55 H -5.96897 -0.58280 -2.13957  0.308
56 H -6.32493 0.81543 -1.13808  0.547
57 H -6.20722 -0.77172 -0.40024  0.337
58 N 1.27699 -0.93616 0.36886  0.029
59 C 2.45515 -1.46753 0.38206  -0.099
60 C 2.72848 -2.59888 -0.50928  0.750
61 C 2.07031 -2.65450 -1.74362  -0.177
62 C 2.31248 -3.69148 -2.62169  -0.736
63 C 3.20138 -4.70141 -2.28133  -0.625
64 C 3.82044 -4.68302 -1.04009  -0.896
65 C 3.59677 -3.63829 -0.16411  -0.432
66 C 3.48397 -0.93424 1.27254  0.486
67 C 4.84790 -1.05220 0.98149  -0.597
68 C 5.79279 -0.52550 1.83805  -1.054
69 C 5.40757 0.10286 3.01284  -0.936
70 C 4.05983 0.24138 3.30655  -0.493
71 C 3.10834 -0.25150 2.43678  0.241
72 H 1.39270 -1.84527 -2.00173  0.434
73 H 1.82284 -3.70315 -3.58583  0.447
74 H 3.40327 -5.50043 -2.97852  0.416
75 H 4.49022 -5.48549 -0.76191  0.432
76 H 4.08309 -3.63183 0.80069  0.508
77 H 5.15549 -1.52597 0.06125  0.649
78 H 6.84289 -0.60770 1.59689  0.405
79 H 6.15299 0.48876 3.69102  0.427
80 H 3.75359 0.73361 4.21843  0.652
81 H 2.05448 -0.13374 2.65785  0.066
82 C 2.01938 5.26016 1.12130  -0.776
83 Ge 3.72206 4.40567 1.67701  0.713
84 C 5.25395 5.65513 1.45356  -1.300
85 C 3.54883 3.88031 3.58284  -1.131
86 C 4.13828 2.75686 0.60521  -0.501
87 Se 2.58877 1.92221 -0.27883  0.430
88 C 2.56085 3.17946 -1.76825  -0.882
89 H 1.59799 5.81874 1.95143  0.466
90 H 1.29536 4.50840 0.82016  -0.175
91 H 2.16111 5.94704 0.29299  0.382
92 H 5.13622 6.52025 2.09793  0.390
93 H 5.32533 6.00349 0.42815  0.368
94 H 6.18851 5.16569 1.71049  0.373
95 H 3.35563 4.75440 4.19745  0.480
96 H 4.45498 3.40328 3.94199  0.340
97 H 2.72388 3.18622 3.70780  0.156
98 H 4.55626 2.00387 1.26764  -0.269
99 H 4.87107 2.95485 -0.17554  0.553
100 H 2.85531 4.15752 -1.40039  0.257
101 H 1.56055 3.21388 -2.18382  0.200
102 H 3.25975 2.83297 -2.52623  0.383
103 N 0.36140 -3.23556 1.97820  -0.221
104 C 0.15386 -2.24661 2.89092  0.148
105 S -0.89570 -0.98092 2.49994  -0.161
106 N 0.71513 -2.41942 4.10508  0.162
107 C 0.85862 -1.55805 5.19820  -0.290
108 C 0.65313 -0.18353 5.13861  1.487
109 C 0.88784 0.60214 6.24992  -0.822
110 C 1.32487 0.03550 7.43373  -0.573
111 C 1.52185 -1.33400 7.50192  -0.615
112 C 1.29373 -2.12801 6.39545  -0.539
113 H 0.10828 -2.98388 1.02610  -0.132
114 H 1.18104 -3.82146 2.05276  0.349
115 H 1.13174 -3.33101 4.26196  0.283
116 H 0.31706 0.26904 4.22281  -0.424
117 H 0.72834 1.66842 6.19394  0.415
118 H 1.50993 0.65321 8.29795  0.425
119 H 1.85996 -1.78445 8.42057  0.401
120 H 1.45428 -3.19672 6.44869  0.376

Forces on the atoms, in the same order (eV/Å):
Mo -3.3 -1.1 0.5
O -0.1 1.1 0.2
C 1.1 -0.9 -0.2
O -0.9 -0.2 0.0
C -0.6 -0.4 0.4
C 0.2 0.3 -0.4
C 0.1 0.0 0.3
N -0.8 1.3 0.2
C -0.1 0.8 0.4
C 0.6 -0.4 -0.2
C -0.5 0.7 -1.1
O 0.0 -0.4 0.7
O 0.5 -0.6 -0.6
H 0.0 0.0 0.1
H -0.2 -0.1 -0.1
H 0.0 0.0 0.0
C 0.2 0.2 0.2
C 0.1 0.1 0.4
C -0.1 0.1 0.2
C 0.0 0.0 0.2
P -1.8 -0.4 -0.7
N 1.5 0.5 0.3
C 0.3 0.3 -0.2
C 0.1 0.1 -0.1
C 0.2 0.1 -0.1
C 0.0 0.2 0.0
C 0.4 -0.3 -0.1
C 0.2 -0.1 0.0
C 0.3 0.0 0.2
C 0.1 -0.2 0.0
H -0.1 -0.1 -0.1
H -0.1 0.1 -0.2
H 0.0 0.1 0.1
H 0.1 0.0 0.0
H 0.0 0.0 0.0
H -0.2 -0.1 0.0
H 0.0 0.1 -0.1
H 0.0 -0.2 0.1
H 0.1 -0.1 0.0
H 0.0 -0.1 -0.1
H -0.2 0.0 0.0
H 0.0 0.0 0.1
H 0.0 -0.1 -0.1
H -0.1 0.0 0.1
H 0.0 -0.1 0.0
H 0.0 0.1 0.0
H -0.1 0.0 0.1
H 0.0 -0.1 0.0
H 0.0 0.1 -0.1
H 0.0 0.0 0.1
H 0.1 -0.1 -0.2
H -0.2 0.2 0.0
H -0.1 -0.1 0.1
H 0.0 0.0 0.0
H -0.1 -0.1 -0.1
H 0.0 0.1 0.0
H 0.0 0.0 0.1
N 3.1 -1.1 -0.3
C -1.3 0.4 0.1
C 0.0 -0.6 -0.4
C 0.0 0.3 0.2
C 0.0 -0.1 -0.1
C -0.1 0.0 0.1
C 0.1 -0.2 -0.2
C -0.2 0.2 0.1
C 0.4 0.4 0.5
C -0.3 0.0 -0.1
C 0.2 0.0 0.1
C 0.0 0.0 0.0
C 0.1 0.1 0.1
C -0.1 -0.3 -0.2
H 0.1 -0.1 0.0
H 0.0 0.0 0.0
H 0.0 -0.1 0.0
H 0.0 0.0 0.0
H 0.1 0.0 0.1
H 0.0 0.0 0.0
H 0.1 0.0 0.0
H 0.1 0.1 0.1
H -0.1 0.1 0.1
H 0.0 0.0 0.0
C 0.5 -0.2 0.1
Ge 0.1 -0.1 -0.2
C -0.5 -0.3 0.2
C 0.1 0.2 -0.5
C -0.4 0.4 0.1
Se 0.9 0.5 0.2
C 0.1 -0.2 0.0
H 0.0 0.1 0.1
H -0.1 -0.2 0.0
H 0.1 0.1 -0.1
H 0.0 0.2 0.1
H -0.1 0.0 -0.2
H 0.1 -0.1 0.1
H 0.0 0.1 0.1
H 0.2 -0.1 0.0
H -0.2 -0.1 0.0
H 0.1 -0.1 0.1
H 0.1 0.1 0.0
H -0.1 0.1 0.0
H 0.1 0.1 -0.1
H 0.0 0.1 0.0
N 0.1 0.6 0.4
C 0.0 -0.8 -0.2
S 0.0 0.5 -0.2
N -0.1 -0.8 -0.9
C 0.0 0.6 0.7
C 0.0 0.0 -0.3
C 0.1 0.0 0.2
C 0.0 0.0 0.1
C 0.0 0.0 0.0
C -0.1 0.0 -0.3
H 0.0 -0.1 0.3
H 0.0 0.0 0.0
H 0.0 0.2 -0.1
H 0.0 0.0 0.1
H 0.0 0.1 -0.1
H 0.0 0.1 0.1
H 0.0 -0.1 0.1
H 0.0 -0.1 0.0

total charge: 0
strongest force on any atom: 0.06751 Eh/bohr
highest occupied orbital energy (spin up / spin down): -7.11 / -7.29 eV
calculated total energy: -7574.7322 hartree
E_LUMO (spin up / spin down): -0.81 / -1.02 eV
relative energy (zero: lowest compared OMol25 entry of this formula, charge and spin): 0.00 kJ/mol